No. 1
The following is a DFT calculation (ωB97M-V/def2-TZVPD) of a cluster of 2 separate species, C20H18Br2O2 in total.

The calculation puts the HOMO energy at -0.2472 hartree. The calculation puts the lowest unoccupied orbital energy at -0.1050 Ha.

Element x y z (Å)
C (-3.216, -0.408, 3.106)
C (-2.020, 0.486, 2.845)
C (-0.766, -0.207, 2.904)
C (0.528, 0.389, 2.749)
C (1.667, -0.555, 3.087)
O (0.749, 1.548, 2.368)
O (-2.162, 1.689, 2.588)
H (-2.908, -1.452, 3.216)
H (-3.727, -0.092, 4.022)
H (-3.925, -0.321, 2.275)
H (-0.793, -1.266, 3.162)
H (1.294, -1.572, 3.251)
H (2.408, -0.556, 2.278)
H (2.160, -0.202, 4.002)
Br (6.752, -0.650, -3.761)
C (5.204, -0.255, -2.771)
C (5.265, 0.677, -1.717)
C (4.110, 0.999, -1.014)
C (2.860, 0.411, -1.352)
C (1.688, 0.761, -0.617)
C (0.435, 0.213, -0.863)
C (-0.730, 0.812, -0.414)
C (-2.028, 0.345, -0.786)
C (-3.122, 1.246, -0.841)
C (-4.366, 0.822, -1.290)
C (-4.554, -0.530, -1.630)
Br (-6.255, -1.126, -2.192)
C (-3.494, -1.448, -1.554)
C (-2.241, -1.013, -1.139)
C (2.816, -0.494, -2.451)
C (3.975, -0.826, -3.146)
H (6.211, 1.154, -1.472)
H (4.143, 1.720, -0.191)
H (1.766, 1.511, 0.174)
H (0.368, -0.719, -1.436)
H (-0.657, 1.716, 0.193)
H (-2.957, 2.288, -0.562)
H (-5.192, 1.521, -1.385)
H (-3.650, -2.491, -1.809)
H (-1.413, -1.716, -1.066)
H (1.857, -0.909, -2.763)
H (3.921, -1.500, -3.996)

natural (NBO) population analysis, charges in e, atoms 1 to 8: -0.70 0.50 -0.56 0.50 -0.69 -0.68 -0.65 0.20

***

No. 2
The following is a DFT calculation (ωB97M-V/def2-TZVPD) of a structure of composition C20H25N3O5Re.

Its net charge is +2. The multiplicity is 4. The calculation puts the HOMO energy (alpha / beta) at -0.5163 / -0.5277 hartree. The calculation puts the lowest unoccupied orbital energy (alpha / beta) at -0.3009 / -0.2977 Ha.

Element x y z (Å)
Re (-0.162, -0.129, 0.656)
O (-1.784, 2.850, 3.456)
C (-0.823, 2.115, 2.980)
O (-0.731, 1.814, 1.794)
C (0.201, 1.756, 4.040)
O (1.088, 0.744, 3.633)
C (1.003, -0.486, 4.295)
C (-0.035, -1.445, 3.585)
O (-0.494, -2.380, 4.175)
O (-0.268, -1.075, 2.392)
H (-2.427, 3.176, 2.801)
H (-0.310, 1.524, 4.982)
H (0.796, 2.670, 4.192)
H (0.703, -0.410, 5.344)
H (1.991, -0.954, 4.228)
C (2.602, 1.036, 0.989)
N (1.887, 0.289, -0.061)
C (2.581, -0.979, -0.356)
C (1.835, 1.115, -1.267)
C (2.972, 1.678, -1.814)
C (2.877, 2.457, -2.957)
C (1.630, 2.687, -3.516)
C (0.491, 2.113, -2.986)
C (0.565, 1.271, -1.866)
N (-0.431, 0.516, -1.254)
C (-1.478, -0.065, -1.956)
C (-2.137, 0.423, -3.094)
C (-3.143, -0.301, -3.702)
C (-3.522, -1.542, -3.211)
C (-2.902, -2.042, -2.078)
C (-1.910, -1.316, -1.447)
N (-1.284, -1.794, -0.216)
C (-2.360, -2.074, 0.762)
C (-0.514, -3.026, -0.454)
H (3.638, 1.234, 0.705)
H (2.109, 1.997, 1.150)
H (2.612, 0.469, 1.919)
H (3.619, -0.807, -0.648)
H (2.574, -1.618, 0.528)
H (2.090, -1.483, -1.189)
H (3.940, 1.507, -1.370)
H (3.764, 2.889, -3.389)
H (1.538, 3.331, -4.376)
H (-0.447, 2.369, -3.441)
H (-1.907, 1.392, -3.499)
H (-3.641, 0.117, -4.562)
H (-4.301, -2.109, -3.693)
H (-3.207, -3.003, -1.692)
H (-3.011, -2.879, 0.415)
H (-1.938, -2.398, 1.715)
H (-2.977, -1.182, 0.905)
H (-1.149, -3.820, -0.853)
H (0.277, -2.848, -1.180)
H (-0.088, -3.374, 0.487)

natural (NBO) population analysis, charges in e, atoms 1 to 8: 1.82 -0.60 0.84 -0.68 -0.19 -0.53 -0.18 0.77

***

Values of maximum force, in order: 1.3 4.0, all in eV Å⁻¹.